(1)
Here is a structure of composition C32H99N10O2 from OMol25. Energies are from wB97M-V/def2-TZVPD.

CARTESIAN COORDINATES (ANGSTROEM)
N: 6.16 -24.00 25.43
H: 6.67 -23.94 24.57
H: 6.63 -23.46 26.15
H: 6.07 -24.96 25.73
H: 5.28 -23.50 25.33
N: 2.67 -19.18 25.00
H: 2.43 -18.37 24.45
H: 3.65 -19.04 25.22
H: 2.64 -20.09 24.57
H: 2.28 -19.18 25.93
N: 4.87 -21.22 23.62
H: 3.89 -21.01 23.70
H: 4.99 -21.44 22.64
H: 5.00 -22.04 24.19
H: 5.33 -20.38 23.94
N: 2.63 -21.41 21.94
H: 3.38 -22.05 21.71
H: 3.07 -20.54 21.67
H: 2.34 -21.31 22.90
H: 1.85 -21.67 21.36
N: 3.97 -24.11 23.02
H: 3.93 -23.47 23.80
H: 3.76 -23.62 22.16
H: 3.48 -24.99 23.06
H: 4.93 -24.42 22.97
O: 4.54 -23.28 24.80
C: 3.21 -22.85 25.20
C: 2.33 -21.85 24.32
O: 2.71 -20.58 23.68
H: 3.22 -22.28 26.13
H: 2.59 -23.72 25.42
H: 1.42 -21.61 24.87
H: 1.91 -22.38 23.46
C: -3.34 -25.40 23.30
C: -2.99 -24.41 24.48
N: -1.69 -24.60 25.13
C: -0.62 -23.95 24.35
C: 0.53 -23.39 25.16
C: -1.38 -25.96 25.49
C: -2.49 -26.65 26.33
H: -3.02 -24.94 22.37
H: -4.43 -25.43 23.35
H: -2.89 -26.40 23.33
H: -3.22 -23.39 24.19
H: -3.67 -24.65 25.30
H: -0.31 -24.43 23.43
H: -1.00 -23.02 23.92
H: 1.16 -24.23 25.44
H: 1.16 -22.76 24.53
H: 0.20 -22.89 26.08
H: -0.60 -26.10 26.24
H: -1.13 -26.51 24.58
H: -3.01 -25.93 26.96
H: -2.28 -27.50 26.97
H: -3.33 -27.09 25.79
C: 8.55 -24.01 28.27
C: 7.54 -22.87 28.09
N: 7.16 -22.65 26.64
C: 8.22 -22.25 25.81
C: 8.78 -20.88 26.13
C: 5.92 -21.82 26.45
C: 4.71 -22.24 27.16
H: 9.52 -23.76 27.83
H: 8.09 -24.84 27.74
H: 8.77 -24.33 29.29
H: 6.65 -23.14 28.66
H: 7.93 -22.00 28.63
H: 9.03 -22.95 26.03
H: 8.15 -22.31 24.72
H: 9.03 -20.88 27.19
H: 9.72 -20.87 25.58
H: 8.21 -20.04 25.72
H: 5.78 -21.76 25.37
H: 6.16 -20.85 26.90
H: 4.56 -23.30 26.97
H: 3.85 -21.61 26.90
H: 4.88 -22.00 28.21
C: 3.73 -20.65 27.41
C: 2.91 -19.36 27.75
N: 1.82 -19.06 26.80
C: 1.21 -17.76 27.03
C: 2.27 -16.63 27.12
C: 0.78 -20.09 26.92
C: 0.04 -20.14 25.60
H: 3.93 -20.74 26.34
H: 3.28 -21.54 27.84
H: 4.69 -20.70 27.93
H: 2.39 -19.54 28.69
H: 3.64 -18.57 27.88
H: 0.65 -17.55 26.12
H: 0.55 -17.80 27.90
H: 2.80 -16.46 28.06
H: 3.10 -16.65 26.42
H: 1.76 -15.67 27.12
H: 0.19 -19.93 27.82
H: 1.38 -21.00 26.93
H: 0.64 -19.77 24.77
H: -0.83 -19.50 25.50
H: -0.28 -21.15 25.33
C: 2.00 -23.16 19.21
C: 1.18 -21.90 19.36
N: 1.11 -21.43 20.72
C: 0.07 -22.15 21.50
C: 0.58 -23.35 22.29
C: 0.80 -19.99 20.68
C: -0.27 -19.53 19.78
H: 1.98 -23.48 18.17
H: 1.58 -24.06 19.66
H: 3.01 -22.90 19.54
H: 1.74 -21.13 18.83
H: 0.20 -22.07 18.93
H: -0.83 -22.17 20.89
H: -0.14 -21.50 22.36
H: 1.10 -23.00 23.18
H: 1.28 -23.87 21.63
H: -0.07 -24.11 22.70
H: 0.60 -19.60 21.68
H: 1.67 -19.42 20.36
H: -1.22 -20.01 20.01
H: -0.41 -18.49 20.09
H: 0.05 -19.57 18.74
C: 1.88 -23.15 28.08
C: 1.54 -24.28 27.10
N: 1.49 -25.59 27.78
C: 1.54 -26.68 26.79
C: 2.88 -26.83 26.08
C: 0.56 -25.75 28.93
C: -0.88 -26.03 28.51
H: 1.23 -22.82 28.89
H: 2.14 -22.27 27.49
H: 2.84 -23.44 28.53
H: 0.57 -23.98 26.70
H: 2.34 -24.23 26.36
H: 1.39 -27.62 27.32
H: 0.76 -26.46 26.06
H: 2.61 -27.53 25.29
H: 3.08 -25.90 25.53
H: 3.65 -27.17 26.77
H: 0.60 -25.00 29.72
H: 0.85 -26.65 29.46
H: -1.28 -25.15 27.99
H: -1.43 -26.17 29.44
H: -0.98 -26.92 27.89

* DFT total energy: -53709.340 eV
* strongest force on any atom: 16.9 eV/Å
* energy above the lowest of the compared OMol25 structures with the same formula, charge and spin: 4978.32 kJ/mol
* total charge: +3
* LUMO level: -7.80 eV
* molar mass: 656.21 g mol⁻¹



(2)
Here is a cluster of 21 separate species, C33H108N2O24P in total from OMol25. Energies are from wB97M-V/def2-TZVPD.

CARTESIAN COORDINATES (ANGSTROEM)
C: 5.13 1.58 0.02
C: 4.88 0.45 -1.09
P: 3.91 -1.06 -0.51
C: 4.17 -2.36 -1.89
N: 2.13 -0.70 -0.33
C: 1.82 0.22 0.82
C: 2.68 0.01 2.16
C: 2.51 -1.41 2.88
C: 3.94 -2.17 2.96
O: 3.81 -3.62 3.05
C: 4.16 -4.14 1.76
O: 3.58 -5.23 1.39
C: 1.76 0.04 -1.61
C: 0.17 0.24 -1.80
C: -0.02 1.45 -2.83
O: -0.65 2.49 -2.57
O: 0.56 1.27 -4.15
C: 1.45 -2.04 -0.34
N: 0.14 -2.14 0.34
C: -0.97 -2.64 -0.54
H: 5.39 2.56 -0.55
H: 4.23 1.83 0.67
H: 6.04 1.28 0.63
H: 4.40 0.88 -2.05
H: 5.92 0.07 -1.41
H: 3.94 -1.85 -2.89
H: 5.28 -2.65 -1.89
H: 3.50 -3.27 -1.76
H: 0.72 0.27 1.13
H: 2.07 1.28 0.46
H: 3.79 0.21 2.06
H: 2.29 0.80 2.90
H: 1.68 -2.07 2.47
H: 2.23 -1.21 3.98
H: 4.64 -1.84 2.13
H: 4.43 -1.81 3.95
H: 4.94 -3.67 1.05
H: 2.24 1.06 -1.70
H: 2.12 -0.57 -2.52
H: -0.40 0.37 -0.83
H: -0.21 -0.70 -2.36
H: 1.45 1.71 -4.10
H: 1.41 -2.38 -1.44
H: 2.17 -2.79 0.16
H: 0.26 -2.88 1.05
H: -0.64 -3.05 -1.55
H: -1.52 -3.51 -0.01
H: -1.74 -1.81 -0.65
C: 7.77 -3.03 -4.01
O: 7.16 -2.78 -2.75
H: 7.45 -2.26 -4.72
H: 8.86 -2.98 -3.91
H: 7.48 -4.01 -4.38
H: 7.47 -3.47 -2.15
C: 11.70 -4.82 -4.09
O: 11.33 -3.46 -4.30
H: 10.81 -5.39 -3.81
H: 12.12 -5.23 -5.01
H: 12.44 -4.88 -3.28
H: 12.13 -2.98 -4.54
C: 0.08 3.11 4.34
O: 0.45 2.20 3.31
H: 0.99 3.57 4.75
H: -0.56 3.89 3.93
H: -0.44 2.58 5.14
H: -0.36 1.82 2.97
C: 2.86 -7.96 4.27
O: 3.66 -6.80 4.45
H: 3.16 -8.71 5.01
H: 1.81 -7.70 4.42
H: 3.01 -8.36 3.27
H: 3.39 -6.15 3.78
C: 3.99 2.53 6.13
O: 2.73 1.94 6.44
H: 4.45 2.86 7.06
H: 4.63 1.80 5.64
H: 3.83 3.39 5.48
H: 2.34 1.65 5.61
C: 0.00 0.28 8.82
O: 1.42 0.27 8.92
H: -0.42 -0.01 9.79
H: -0.34 1.29 8.57
H: -0.32 -0.43 8.06
H: 1.77 0.54 8.06
C: 4.72 -4.93 -5.11
O: 4.35 -3.58 -5.32
H: 3.84 -5.50 -4.83
H: 5.14 -5.34 -6.04
H: 5.46 -4.99 -4.31
H: 5.15 -3.10 -5.57
C: -3.84 -0.88 9.13
O: -3.05 0.29 9.29
H: -3.53 -1.62 9.86
H: -4.90 -0.64 9.29
H: -3.71 -1.28 8.12
H: -3.35 0.93 8.63
C: 0.84 -6.32 -5.28
O: 0.47 -4.96 -5.48
H: -0.04 -6.89 -5.00
H: 1.26 -6.73 -6.20
H: 1.58 -6.38 -4.47
H: 1.27 -4.48 -5.73
C: -2.39 -1.46 -4.76
O: -1.04 -1.14 -4.45
H: -2.50 -2.54 -4.78
H: -3.05 -1.04 -4.00
H: -2.65 -1.05 -5.74
H: -0.97 -0.17 -4.44
C: -4.07 4.32 -1.54
O: -2.71 4.04 -1.22
H: -4.61 4.54 -0.63
H: -4.13 5.18 -2.21
H: -4.52 3.44 -2.02
H: -2.26 3.85 -2.06
C: 3.39 -9.06 -6.19
O: 3.52 -8.03 -5.21
H: 3.30 -8.59 -7.18
H: 4.27 -9.70 -6.17
H: 2.49 -9.64 -5.99
H: 3.59 -8.46 -4.35
C: -7.27 6.13 -0.15
O: -6.92 5.22 -1.19
H: -6.37 6.59 0.24
H: -7.93 6.91 -0.55
H: -7.78 5.59 0.65
H: -7.74 4.83 -1.52
C: -0.06 -0.60 12.62
O: 1.35 -0.61 12.71
H: -0.48 -0.90 13.58
H: -0.41 0.40 12.36
H: -0.39 -1.31 11.85
H: 1.70 -0.35 11.84
C: -5.81 -2.09 -2.26
O: -4.46 -1.77 -1.95
H: -5.91 -3.17 -2.28
H: -6.47 -1.67 -1.49
H: -6.07 -1.68 -3.24
H: -4.39 -0.80 -1.94
C: -3.74 8.14 1.83
O: -4.73 7.30 2.40
H: -4.10 9.17 1.87
H: -2.81 8.06 2.40
H: -3.57 7.86 0.79
H: -4.40 6.39 2.35
C: -10.78 8.63 -0.98
O: -9.42 8.94 -0.68
H: -10.90 7.55 -1.01
H: -11.43 9.05 -0.21
H: -11.04 9.04 -1.96
H: -9.35 9.90 -0.66
C: -12.79 9.86 -4.39
O: -12.32 8.68 -3.75
H: -12.71 10.69 -3.69
H: -12.17 10.07 -5.27
H: -13.83 9.73 -4.69
H: -12.40 7.96 -4.39
C: 7.44 -9.06 -5.27
O: 7.23 -7.73 -4.79
H: 8.50 -9.29 -5.17
H: 6.86 -9.76 -4.67
H: 7.15 -9.12 -6.32
H: 6.28 -7.55 -4.89
C: -13.25 13.12 -2.11
O: -11.92 12.66 -2.31
H: -13.65 13.46 -3.07
H: -13.87 12.30 -1.74
H: -13.25 13.94 -1.40
H: -11.59 12.35 -1.46

* DFT total energy: -97361.679 eV
* strongest force on any atom: 5.9 eV/Å
* energy above the lowest of the compared OMol25 structures with the same formula, charge and spin: 297.87 kJ/mol
* total charge: +1
* LUMO level: -2.21 eV
* molar mass: 948.19 g mol⁻¹



(3)
Here is a structure of composition C33H19CdClF5N5OSe5 from OMol25. Energies are from wB97M-V/def2-TZVPD.

CARTESIAN COORDINATES (ANGSTROEM)
Cd: -1.39 1.61 -2.24
Cl: -6.71 0.38 3.24
C: -5.72 0.53 1.80
C: -6.24 0.13 0.56
C: -5.48 0.26 -0.57
C: -4.14 0.78 -0.55
O: -3.50 0.88 -1.64
C: -3.63 1.15 0.74
C: -2.31 1.66 0.99
N: -1.33 1.72 0.16
C: -0.10 2.22 0.64
C: 0.42 1.95 1.88
C: 1.63 2.54 2.30
C: 2.30 3.42 1.49
C: 1.81 3.69 0.19
C: 2.44 4.58 -0.71
C: 1.91 4.78 -1.95
C: 0.79 4.02 -2.34
N: 0.21 3.16 -1.54
C: 0.65 3.03 -0.26
C: -4.45 1.04 1.88
H: -7.24 -0.27 0.50
H: -5.87 -0.03 -1.54
H: -2.15 2.04 2.00
H: -0.09 1.25 2.53
H: 2.02 2.29 3.28
H: 3.22 3.89 1.82
H: 3.33 5.11 -0.39
H: 2.34 5.48 -2.65
H: 0.39 4.08 -3.34
H: -4.06 1.35 2.84
Se: -1.66 6.25 -1.92
Se: -3.03 4.40 -2.21
Se: -3.10 3.86 -4.50
Se: -1.54 2.10 -4.80
F: 7.08 2.24 0.89
C: 6.06 1.36 0.96
C: 5.76 0.74 2.15
F: 6.49 1.01 3.25
C: 4.70 -0.16 2.22
F: 4.48 -0.72 3.42
C: 3.90 -0.47 1.12
Se: 2.48 -1.71 1.24
C: 4.24 0.19 -0.06
F: 3.54 -0.03 -1.18
C: 5.30 1.07 -0.16
F: 5.59 1.67 -1.32
C: 0.04 -2.74 -2.89
C: -0.13 -1.36 -2.94
N: -0.88 -0.71 -2.06
C: -1.49 -1.41 -1.09
C: -1.40 -2.79 -0.98
C: -0.61 -3.46 -1.91
C: -2.22 -3.50 0.02
C: -1.92 -4.56 0.77
C: -0.62 -5.25 0.95
C: 0.61 -4.60 1.03
C: 1.72 -5.38 1.28
N: 1.65 -6.71 1.44
C: 0.43 -7.22 1.36
N: -0.71 -6.57 1.14
H: 0.67 -3.23 -3.63
H: 0.34 -0.76 -3.70
H: -2.11 -0.84 -0.41
H: -0.53 -4.54 -1.88
H: -3.24 -3.13 0.10
H: -2.72 -5.02 1.34
H: 0.72 -3.53 0.94
H: 2.69 -4.91 1.37
H: 0.35 -8.30 1.49

* DFT total energy: -401437.628 eV
* strongest force on any atom: 0.7 eV/Å
* energy above the lowest of the compared OMol25 structures with the same formula, charge and spin: 3.23 kJ/mol
* total charge: -2
* LUMO level: 3.57 eV
* molar mass: 1139.20 g mol⁻¹



(4)
Here is a structure of composition C33H20BrF5N3ORuS2 from OMol25. Energies are from wB97M-V/def2-TZVPD.

CARTESIAN COORDINATES (ANGSTROEM)
Ru: 0.94 0.49 -0.41
S: 5.34 1.55 -0.92
C: 5.24 0.22 0.16
C: 3.97 -0.22 0.36
C: 2.99 0.51 -0.40
C: 3.62 1.50 -1.12
C: 2.78 2.39 -1.86
C: 3.16 3.42 -2.71
C: 2.19 4.14 -3.37
C: 0.85 3.82 -3.17
C: 0.54 2.79 -2.31
N: 1.47 2.10 -1.66
H: 6.14 -0.16 0.62
H: 3.74 -1.03 1.03
H: 4.21 3.64 -2.86
H: 2.47 4.95 -4.04
H: 0.06 4.36 -3.67
H: -0.49 2.50 -2.13
O: 3.47 -4.76 -2.79
C: 2.77 -3.76 -2.23
C: 2.59 -3.63 -0.85
C: 1.87 -2.55 -0.39
N: 1.32 -1.63 -1.20
C: 1.48 -1.80 -2.51
Br: 0.64 -0.52 -3.62
C: 2.18 -2.83 -3.09
H: 3.82 -5.35 -2.11
H: 3.01 -4.34 -0.16
H: 1.70 -2.40 0.67
H: 2.28 -2.92 -4.16
F: -2.35 5.24 3.95
C: -1.53 4.32 3.43
C: -1.66 3.93 2.11
F: -2.62 4.46 1.34
C: -0.81 2.97 1.58
F: -1.01 2.65 0.29
C: 0.22 2.38 2.31
S: 1.41 1.21 1.76
C: 0.32 2.81 3.64
F: 1.26 2.29 4.43
C: -0.52 3.75 4.20
F: -0.38 4.12 5.47
N: -0.81 -0.19 -0.11
C: -1.77 -0.90 0.29
C: -3.11 -0.76 -0.36
C: -4.28 -0.80 0.39
C: -5.51 -0.63 -0.22
C: -5.59 -0.44 -1.59
C: -4.43 -0.42 -2.35
C: -3.19 -0.58 -1.74
C: -1.63 -1.90 1.38
C: -0.84 -1.63 2.50
C: -0.69 -2.58 3.49
C: -1.33 -3.81 3.39
C: -2.12 -4.09 2.28
C: -2.28 -3.14 1.29
H: -4.22 -0.95 1.46
H: -6.42 -0.64 0.37
H: -6.55 -0.32 -2.07
H: -4.48 -0.28 -3.42
H: -2.28 -0.56 -2.32
H: -0.34 -0.68 2.57
H: -0.08 -2.36 4.36
H: -1.22 -4.55 4.17
H: -2.62 -5.04 2.20
H: -2.90 -3.35 0.43

* DFT total energy: -148944.440 eV
* strongest force on any atom: 1.1 eV/Å
* energy above the lowest of the compared OMol25 structures with the same formula, charge and spin: 131.68 kJ/mol
* multiplicity: 2
* total charge: 0
* LUMO level (spin up / spin down): -0.01 / -0.37 eV
* molar mass: 814.64 g mol⁻¹